#1
Computed, not measured: C4H6N2O2S2 in the gas phase, with wB97M-V/def2-TZVPD.

Calculated values
**E_HOMO**: -9.351 eV
**SMILES string**: [H]/N=C1/C=N[C@H](SC)S1(=O)=O
**2S+1**: 1

Last column: Mulliken charge in e.
Geometry (Å):
C -1.29 1.55 0.40  -0.188
C -1.87 0.89 -0.73  0.363
C -0.96 -0.60 1.10  -0.307
C 1.39 -0.14 -0.64  -0.830
N -0.85 0.74 1.31  -0.447
N -1.72 0.94 -1.99  -0.606
O -3.73 0.17 1.14  -0.600
O -3.25 -1.51 -0.63  -0.587
S 0.04 -1.38 -0.40  -0.014
S -2.78 -0.49 0.27  0.991
H -1.05 2.62 0.40  0.406
H -0.92 -1.14 2.03  0.553
H 2.10 -0.66 -1.37  0.310
H 2.00 -0.14 0.25  0.304
H 1.10 0.81 -0.94  0.340
H -2.32 0.24 -2.38  0.313

#2
Computed, not measured: C4H6N2O2S2 as an isolated structure, with wB97M-V/def2-TZVPD.

Calculated values
**E_HOMO**: -9.734 eV
**2S+1**: 1

Last column: Mulliken charge in e.
Geometry (Å):
C -2.46 1.00 -0.52  -0.348
C 1.23 -0.70 0.37  0.729
C -1.38 1.75 -0.24  -0.425
C 0.05 1.45 0.23  -0.180
N 0.28 0.11 0.49  -0.334
N 1.12 -1.96 0.89  -0.450
O -1.19 -1.41 -1.42  -0.510
O -2.44 -1.40 0.61  -0.510
S 2.75 -0.57 -0.58  -0.265
S -1.65 -0.59 -0.30  0.876
H -1.67 2.83 -0.27  0.330
H 2.19 0.49 -1.27  0.162
H 0.67 1.85 -0.66  0.206
H 0.34 2.17 1.11  0.258
H 0.26 -2.47 0.89  0.272
H 1.89 -2.57 0.66  0.190

Bottom line: #1, by a margin of 1.212 eV.

#1
Computed, not measured: a 2-piece molecular cluster, C7H14N2S overall, with wB97M-V/def2-TZVPD.

Calculated values
**E_HOMO**: -8.769 eV
**SMILES string**: CCc1c[nH]cn1.CCS
**2S+1**: 1

Last column: Mulliken charge in e.
Geometry (Å):
C -1.96 1.41 1.75  -0.197
C -2.08 -0.08 2.14  -0.811
S -3.17 1.91 0.42  -0.219
H -2.20 2.10 2.56  0.345
H -0.99 1.67 1.34  -0.016
H -2.48 -0.57 1.25  0.250
H -2.79 1.09 -0.58  0.080
H -2.73 -0.28 2.98  0.288
H -1.06 -0.43 2.29  0.266
C 1.20 -1.78 -1.34  0.038
C 0.26 -1.68 -2.54  -1.193
C 1.66 -0.48 -0.70  0.344
C 1.30 0.82 -0.91  -0.562
C 2.49 0.62 0.94  -0.388
N 2.33 -0.61 0.48  -0.619
N 1.90 1.53 0.11  -0.098
H 0.65 -2.32 -0.58  0.223
H 2.14 -2.30 -1.53  0.239
H 0.61 -1.11 -3.39  0.337
H 0.84 1.19 -1.80  0.391
H 3.08 0.73 1.84  0.455
H 1.65 2.47 0.36  0.247
H -0.67 -1.17 -2.26  0.242
H 0.02 -2.70 -2.83  0.360

#2
Computed, not measured: a 2-piece molecular cluster, C7H14N2S overall, with wB97M-V/def2-TZVPD.

Calculated values
**E_HOMO**: -7.956 eV
**2S+1**: 1

Last column: Mulliken charge in e.
Geometry (Å):
C 2.14 -2.28 -0.13  -0.646
C 2.88 -1.26 -0.94  0.182
C 2.18 -0.90 0.31  0.365
C 2.18 -1.09 -2.31  -1.392
C -2.48 0.44 -0.02  -1.425
C -1.82 1.72 2.15  -1.362
C -1.47 1.34 0.73  0.562
N -0.06 -0.19 -0.28  -0.814
N -0.15 0.74 0.44  0.609
S 2.30 0.13 1.65  -0.541
H 1.19 -2.73 -0.43  0.250
H 2.72 -3.07 0.59  0.201
H 3.99 -1.16 -1.17  0.337
H 2.54 -1.87 -2.94  0.321
H 2.59 -0.22 -2.71  0.348
H 1.20 -0.99 -2.13  0.499
H -2.42 -0.51 0.39  0.382
H -3.46 0.92 0.28  0.389
H -2.33 0.46 -1.01  0.466
H -0.85 1.88 2.83  0.295
H -2.33 0.99 2.71  0.380
H -2.36 2.59 2.25  0.384
H -1.20 2.35 0.29  0.156
H 0.74 0.90 0.95  0.054

#3
Computed, not measured: a 2-piece molecular cluster, C7H14N2S overall, with wB97M-V/def2-TZVPD.

Calculated values
**E_HOMO**: -8.524 eV
**SMILES string**: CC(C)(C)C#CS.C=NN
**2S+1**: 1

Last column: Mulliken charge in e.
Geometry (Å):
C -1.23 -1.75 0.29  0.038
C -0.11 -1.29 0.14  -0.622
C -3.39 1.04 0.58  -0.410
C 1.17 0.07 -1.43  -1.586
C 2.37 -1.31 0.40  -1.338
C 1.09 0.72 0.99  -1.269
C 1.09 -0.46 -0.06  1.901
N -2.57 1.81 0.05  -0.174
N -2.36 1.78 -1.24  -0.312
S -2.76 -2.51 0.32  -0.293
H -2.79 -2.52 1.71  0.133
H -3.56 1.14 1.64  0.288
H -4.09 0.43 -0.11  0.238
H 2.00 0.65 -1.70  0.482
H 1.19 -0.75 -2.12  0.432
H 0.22 0.65 -1.67  0.153
H 2.70 -2.02 -0.51  0.296
H 1.94 -1.82 1.30  0.390
H 3.22 -0.61 0.65  0.330
H 1.69 1.47 0.49  0.349
H 1.60 0.42 2.03  0.321
H 0.12 1.19 1.40  0.270
H -3.00 1.36 -1.98  0.174
H -1.64 2.27 -1.60  0.210

Bottom line: #1, by a margin of 4.229 eV.

#1
Computed, not measured: a 2-piece molecular cluster, C6H9N2 overall, with wB97M-V/def2-TZVPD.

Calculated values
**E_HOMO (spin up / spin down)**: -12.193 / -12.485 eV
**Total charge**: +1
**2S+1**: 1

Last column: Mulliken charge in e.
Geometry (Å):
C -3.40 -0.24 -0.13  -0.387
C -2.36 -1.11 -0.08  -0.250
C -1.54 0.92 0.03  -0.147
C 1.74 0.47 -0.23  -0.205
C 0.02 -0.90 0.28  -0.210
C 3.05 -0.02 0.03  -0.802
N -2.87 1.02 -0.09  -0.023
N -1.19 -0.37 0.02  0.151
H -4.45 -0.42 -0.20  0.409
H -2.36 -2.18 -0.07  0.415
H -0.86 1.75 0.06  0.290
H 1.46 1.51 -0.26  0.290
H 0.25 -1.89 -0.08  0.312
H 3.04 -0.93 0.63  0.289
H 3.72 0.73 0.47  0.333
H 3.49 -0.32 -0.93  0.300
H -3.40 1.88 -0.13  0.234

#2
Computed, not measured: an isolated ion of composition C6H9N2 and charge +1, with wB97M-V/def2-TZVPD.

Calculated values
**E_HOMO (spin up / spin down)**: -13.989 / -13.990 eV
**Total charge**: +1
**2S+1**: 1

Last column: Mulliken charge in e.
Geometry (Å):
C -0.30 -1.68 -0.14  -0.149
C 0.83 -0.64 -0.07  1.035
C 0.55 0.62 -0.05  0.698
C -2.91 0.44 0.01  -0.259
C 2.20 -1.23 -0.02  -1.576
C 0.44 2.01 0.04  -1.414
N -1.48 -1.30 -0.02  -0.568
N -1.75 -0.01 -0.11  0.044
H 0.01 -2.76 -0.42  0.338
H -3.73 -0.13 0.11  0.351
H -3.02 1.59 -0.02  0.228
H 2.30 -2.22 -0.40  0.400
H 2.51 -1.45 0.96  0.382
H 2.98 -0.55 -0.32  0.390
H -0.12 2.29 0.94  0.343
H 0.09 2.54 -0.73  0.376
H 1.40 2.50 0.25  0.381

#3
Computed, not measured: an isolated ion of composition C6H9N2 and charge +1, with wB97M-V/def2-TZVPD.

Calculated values
**E_HOMO (spin up / spin down)**: -14.451 / -14.456 eV
**Total charge**: +1
**SMILES string**: CC1=[N+]=NC=C[C@@H]1C
**2S+1**: 1

Last column: Mulliken charge in e.
Geometry (Å):
C -0.39 1.72 0.23  -0.303
C -1.68 1.51 -0.18  -0.362
C -0.35 -0.76 0.53  0.374
C 1.36 0.31 -0.78  -1.293
C 0.20 -2.04 0.36  -0.955
C 0.42 0.51 0.51  0.414
N -2.38 0.37 0.14  -0.304
N -1.72 -0.67 0.52  -0.202
H 0.11 2.72 0.13  0.398
H -2.28 2.19 -0.70  0.500
H 2.21 1.02 -0.62  0.364
H 0.88 0.49 -1.66  0.452
H 1.74 -0.64 -0.84  0.428
H -0.11 -2.77 1.21  0.361
H 1.35 -2.10 0.18  0.284
H -0.37 -2.46 -0.46  0.394
H 1.00 0.61 1.42  0.451

#4
Computed, not measured: an isolated ion of composition C6H9N2 and charge +1, with wB97M-V/def2-TZVPD.

Calculated values
**E_HOMO**: -14.946 eV
**Total charge**: +1
**2S+1**: 1

Last column: Mulliken charge in e.
Geometry (Å):
C -0.72 0.61 1.07  0.423
C 0.62 0.13 0.80  0.956
C -0.03 -0.42 -1.37  0.556
C -1.58 1.18 1.86  -0.629
C 1.64 0.16 1.84  -1.638
C 0.10 -1.05 -2.77  -0.909
N 0.96 -0.32 -0.40  -0.469
N -1.16 0.10 -1.12  -0.424
H -2.39 1.80 1.60  0.313
H -1.50 0.97 2.86  0.283
H 1.83 1.03 2.30  0.456
H 2.51 -0.22 1.54  0.480
H 1.46 -0.54 2.59  0.439
H 0.52 -2.10 -2.67  0.302
H 0.64 -0.17 -3.24  0.285
H -0.86 -1.21 -3.32  0.342
H -2.04 0.04 -1.57  0.236

Bottom line: #3, by a margin of 0.324 eV.